DFT (ωB97M-V/def2-TZVPD) results for C45H100F6N8Na2O12S6 as an isolated structure in a non-equilibrium geometry.

The charge is +4. The value obtained for the HOMO-LUMO gap is 0.185 hartree. Its lowest unoccupied orbital energy is -7.7 eV.

Cartesian coordinates (Å):
Na: -21.744 -5.618 -2.176
Na: -19.415 -5.907 -6.028
C: -18.661 -16.823 6.928
C: -17.308 -16.208 7.266
C: -16.814 -15.613 5.925
N: -15.338 -15.090 5.895
C: -14.922 -14.289 7.122
C: -15.808 -12.995 7.057
C: -15.559 -12.124 5.817
C: -15.552 -12.855 4.535
C: -14.952 -14.304 4.598
C: -14.421 -16.411 5.869
H: -18.440 -17.457 6.070
H: -19.397 -16.036 6.761
H: -18.968 -17.306 7.856
H: -16.647 -17.030 7.543
H: -17.374 -15.387 7.980
H: -17.435 -14.732 5.764
H: -16.997 -16.253 5.062
H: -15.098 -14.811 8.062
H: -13.852 -14.107 7.029
H: -16.879 -13.187 7.136
H: -15.488 -12.404 7.915
H: -16.120 -11.189 5.790
H: -14.604 -11.604 5.892
H: -16.560 -12.892 4.120
H: -14.936 -12.272 3.850
H: -15.271 -14.934 3.767
H: -13.864 -14.240 4.589
H: -14.674 -17.092 5.057
H: -14.520 -16.965 6.803
H: -13.394 -16.046 5.869
C: -17.163 2.257 1.097
C: -17.801 2.192 2.454
C: -17.713 3.566 3.216
N: -18.650 3.659 4.418
C: -18.533 5.118 4.912
C: -19.064 5.336 6.369
C: -18.582 4.221 7.326
C: -18.828 2.835 6.847
C: -18.220 2.573 5.469
C: -20.143 3.381 4.077
H: -17.620 3.013 0.458
H: -17.170 1.257 0.664
H: -16.114 2.511 1.248
H: -17.431 1.406 3.112
H: -18.837 1.933 2.234
H: -18.102 4.418 2.657
H: -16.684 3.706 3.548
H: -17.476 5.385 4.900
H: -19.045 5.681 4.131
H: -18.759 6.250 6.879
H: -20.152 5.386 6.332
H: -17.537 4.292 7.629
H: -19.120 4.162 8.273
H: -18.368 2.225 7.625
H: -19.917 2.783 6.849
H: -17.132 2.610 5.511
H: -18.356 1.565 5.077
H: -20.386 2.345 3.840
H: -20.327 4.064 3.247
H: -20.766 3.742 4.895
C: -20.620 -15.329 -5.413
C: -21.098 -16.511 -4.508
C: -22.396 -15.947 -3.696
N: -23.030 -16.911 -2.569
C: -21.983 -17.496 -1.540
C: -21.436 -16.317 -0.627
C: -22.575 -15.607 0.083
C: -23.691 -15.130 -0.889
C: -24.265 -16.213 -1.875
C: -23.656 -18.158 -3.335
H: -21.384 -15.294 -6.190
H: -19.687 -15.479 -5.956
H: -20.643 -14.373 -4.889
H: -20.319 -16.829 -3.815
H: -21.342 -17.427 -5.046
H: -23.240 -15.795 -4.369
H: -22.052 -15.024 -3.230
H: -21.275 -18.073 -2.134
H: -22.434 -18.221 -0.861
H: -20.909 -15.509 -1.135
H: -20.697 -16.713 0.070
H: -22.288 -14.765 0.713
H: -22.988 -16.317 0.799
H: -23.466 -14.238 -1.474
H: -24.471 -14.896 -0.165
H: -24.928 -15.849 -2.660
H: -24.786 -16.990 -1.316
H: -24.478 -17.776 -3.940
H: -24.196 -18.814 -2.652
H: -22.934 -18.774 -3.870
C: -12.380 -3.552 2.688
C: -11.654 -2.780 1.485
C: -10.679 -3.629 0.559
N: -10.214 -2.965 -0.814
C: -8.940 -2.193 -0.439
C: -8.267 -1.538 -1.625
C: -7.766 -2.575 -2.552
C: -8.994 -3.542 -2.957
C: -9.786 -4.078 -1.806
C: -11.303 -2.103 -1.458
H: -11.695 -4.135 3.303
H: -13.118 -4.250 2.294
H: -12.878 -3.002 3.487
H: -10.965 -2.042 1.895
H: -12.502 -2.292 1.004
H: -11.240 -4.466 0.143
H: -9.825 -4.049 1.090
H: -8.251 -2.908 0.011
H: -9.313 -1.461 0.278
H: -7.418 -0.907 -1.359
H: -8.875 -0.983 -2.340
H: -6.863 -3.060 -2.182
H: -7.416 -2.098 -3.468
H: -8.435 -4.289 -3.521
H: -9.643 -3.109 -3.717
H: -9.239 -4.762 -1.157
H: -10.663 -4.640 -2.125
H: -11.199 -1.147 -0.946
H: -12.310 -2.496 -1.323
H: -11.061 -2.016 -2.518
C: -10.829 -11.316 -2.205
C: -10.705 -11.211 -3.723
C: -10.568 -12.649 -4.301
N: -10.487 -12.630 -5.857
C: -11.609 -12.003 -6.695
C: -12.921 -12.681 -6.530
C: -12.760 -14.231 -6.827
C: -11.585 -14.941 -6.224
C: -10.290 -14.116 -6.277
C: -9.177 -11.863 -6.318
H: -10.919 -10.280 -1.877
H: -9.999 -11.783 -1.675
H: -11.703 -11.906 -1.930
H: -9.880 -10.528 -3.926
H: -11.610 -10.792 -4.164
H: -11.497 -13.115 -3.971
H: -9.773 -13.270 -3.890
H: -11.840 -10.963 -6.462
H: -11.365 -12.099 -7.753
H: -13.347 -12.466 -5.550
H: -13.597 -12.237 -7.261
H: -13.637 -14.752 -6.443
H: -12.716 -14.368 -7.908
H: -11.883 -15.142 -5.195
H: -11.399 -15.896 -6.716
H: -9.472 -14.543 -5.696
H: -9.939 -14.174 -7.307
H: -8.345 -12.272 -5.745
H: -9.298 -10.820 -6.025
H: -9.132 -12.003 -7.398
N: -21.867 -2.786 -5.485
S: -21.548 -1.386 -5.034
O: -22.590 -0.456 -4.652
O: -20.260 -0.878 -5.561
F: -21.104 -1.989 -3.597
S: -22.680 -2.256 -6.859
O: -21.912 -1.520 -7.876
O: -24.122 -1.908 -6.664
F: -22.856 -3.793 -7.386
N: -18.020 -7.426 -2.249
S: -16.972 -7.119 -1.240
O: -15.649 -6.844 -1.676
O: -17.129 -7.640 0.145
F: -17.490 -5.660 -0.934
S: -17.700 -9.091 -2.185
O: -18.779 -9.832 -1.573
O: -16.345 -9.654 -2.013
F: -17.983 -9.246 -3.818
N: -25.339 -8.082 -2.881
S: -27.015 -8.097 -2.779
O: -27.733 -9.369 -2.831
O: -27.724 -6.956 -3.354
F: -27.125 -7.898 -1.205
S: -25.296 -8.752 -4.265
O: -25.934 -8.110 -5.421
O: -25.317 -10.208 -4.244
F: -23.724 -8.549 -4.579

=====

DFT (ωB97M-V/def2-TZVPD) results for C22H23IrN6SSi as an isolated structure in a non-equilibrium geometry.

The charge is +2. The value obtained for the HOMO-LUMO gap is 0.253 hartree. Its lowest unoccupied orbital energy is -7.1 eV.

Cartesian coordinates (Å):
Ir: -0.744 0.091 0.091
N: 0.245 -4.111 0.769
C: 0.013 -2.834 1.013
N: 0.218 -1.872 0.153
C: 0.595 -2.210 -1.156
N: 0.725 -1.260 -2.021
N: 0.557 -0.055 -1.365
C: 1.449 0.858 -1.491
C: 1.512 1.810 -0.398
C: 2.376 2.884 -0.316
C: 2.431 3.598 0.874
C: 1.629 3.211 1.932
C: 0.769 2.132 1.780
N: 0.720 1.439 0.645
C: 0.841 -3.598 -1.491
C: 1.244 -4.007 -2.766
C: 1.484 -5.342 -3.008
C: 1.330 -6.284 -1.986
C: 0.929 -5.900 -0.722
C: 0.684 -4.553 -0.487
H: 0.088 -4.789 1.503
H: -0.424 -2.546 1.997
H: 2.197 0.765 -2.269
H: 2.991 3.150 -1.164
H: 3.096 4.445 0.970
H: 1.650 3.740 2.874
H: 0.099 1.821 2.570
H: 1.366 -3.267 -3.544
H: 1.799 -5.664 -3.990
H: 1.527 -7.329 -2.186
H: 0.808 -6.629 0.068
C: -7.511 1.582 -0.733
Si: -5.741 2.080 -0.489
C: -5.132 3.077 -1.943
C: -5.466 2.918 1.154
C: -4.716 0.456 -0.422
C: -5.324 -0.802 -0.409
C: -4.588 -1.986 -0.320
C: -3.217 -1.916 -0.262
N: -2.606 -0.724 -0.307
C: -3.331 0.418 -0.369
S: -2.192 1.791 -0.301
H: -8.125 2.483 -0.807
H: -7.916 0.995 0.093
H: -7.647 1.020 -1.659
H: -5.772 3.960 -2.024
H: -5.234 2.520 -2.876
H: -4.104 3.427 -1.862
H: -5.994 3.871 1.217
H: -4.408 3.113 1.334
H: -5.838 2.285 1.963
H: -6.403 -0.871 -0.465
H: -5.077 -2.948 -0.304
H: -2.597 -2.801 -0.210

=====

DFT (ωB97M-V/def2-TZVPD) results for C34H31N5O3S4Ti as an isolated structure in a non-equilibrium geometry.

The charge is +1. The value obtained for the HOMO-LUMO gap (alpha / beta) is 0.232 / 0.239 hartree. Its spin multiplicity is 2. Its lowest unoccupied orbital energy (alpha / beta) is -3.5 / -3.5 eV.

Cartesian coordinates (Å):
Ti: 11.670 2.272 14.017
C: 13.749 6.946 17.099
O: 13.686 5.511 17.484
C: 12.760 4.970 16.615
N: 12.472 5.689 15.573
C: 13.306 6.926 15.712
C: 12.784 8.139 15.034
C: 12.960 9.349 15.755
C: 12.471 10.542 15.244
C: 11.713 10.516 14.099
C: 11.541 9.340 13.379
C: 12.041 8.126 13.898
C: 12.207 3.641 17.115
C: 12.066 3.497 18.526
C: 11.445 2.364 18.999
C: 11.085 1.306 18.170
C: 11.333 1.480 16.782
N: 11.857 2.668 16.288
C: 10.856 0.482 15.872
N: 10.444 0.733 14.658
C: 9.713 -0.476 14.125
C: 9.719 -1.376 15.412
O: 10.741 -0.759 16.336
C: 8.362 -0.200 13.533
C: 7.554 -1.349 13.354
C: 6.255 -1.292 12.884
C: 5.708 0.000 12.573
C: 6.484 1.128 12.833
C: 7.744 1.057 13.344
H: 14.730 7.299 17.399
H: 12.940 7.460 17.680
H: 14.232 6.645 15.128
H: 13.451 9.376 16.696
H: 12.709 11.442 15.811
H: 11.097 11.352 13.806
H: 11.020 9.317 12.414
H: 11.776 7.140 13.395
H: 12.522 4.210 19.181
H: 11.287 2.235 20.090
H: 10.739 0.392 18.564
H: 10.409 -0.969 13.440
H: 10.054 -2.428 15.223
H: 8.773 -1.315 15.964
H: 7.929 -2.327 13.604
H: 5.679 -2.189 12.902
H: 4.670 -0.016 12.234
H: 6.026 2.125 12.703
H: 8.257 2.015 13.509
S: 12.922 0.687 12.469
S: 11.417 1.597 11.455
S: 11.139 3.631 12.203
S: 9.985 3.998 13.900
C: 18.182 3.423 15.001
N: 16.888 3.824 14.574
N: 15.725 3.079 14.879
C: 14.689 3.477 14.094
O: 13.456 3.097 14.169
C: 15.218 4.448 13.146
C: 16.554 4.663 13.492
C: 17.514 5.629 12.968
C: 15.587 2.509 16.174
C: 15.070 1.240 16.199
C: 15.226 0.460 17.383
C: 15.844 1.058 18.478
C: 16.160 2.388 18.507
C: 16.144 3.130 17.354
H: 18.154 2.674 15.793
H: 18.706 4.315 15.167
H: 18.678 2.893 14.134
H: 14.654 4.966 12.375
H: 17.379 5.755 11.848
H: 18.591 5.277 13.187
H: 17.459 6.617 13.458
H: 14.490 0.872 15.349
H: 14.650 -0.481 17.360
H: 16.082 0.447 19.353
H: 16.389 2.878 19.469
H: 16.336 4.196 17.366

=====

DFT (ωB97M-V/def2-TZVPD) results for C19H26N7O4PdS3 as an isolated structure in a non-equilibrium geometry.

The charge is +1. The value obtained for the HOMO-LUMO gap (alpha / beta) is 0.260 / 0.274 hartree. Its spin multiplicity is 3. Its lowest unoccupied orbital energy (alpha / beta) is -3.5 / -3.6 eV.

Cartesian coordinates (Å):
Pd: -0.356 0.346 0.586
C: 2.289 -3.224 0.542
C: 1.259 -2.196 0.186
N: 1.426 -0.916 0.325
N: 2.615 -0.396 0.714
C: 2.764 0.907 1.045
N: 4.021 1.354 1.208
S: 1.485 1.951 1.339
C: -0.030 -2.619 -0.358
C: -0.244 -3.913 -0.846
C: -1.490 -4.251 -1.343
C: -2.494 -3.294 -1.366
C: -2.200 -2.025 -0.880
N: -1.018 -1.706 -0.385
H: 2.994 -2.841 1.277
H: 2.838 -3.551 -0.342
H: 1.805 -4.091 0.984
H: 3.452 -0.973 0.640
H: 4.823 0.806 0.941
H: 4.153 2.320 1.455
H: 0.550 -4.642 -0.843
H: -1.673 -5.250 -1.709
H: -3.475 -3.527 -1.745
H: -2.943 -1.237 -0.881
C: 1.808 6.955 -0.611
C: 0.462 6.436 -0.220
C: -0.699 6.908 -0.822
C: -1.938 6.422 -0.446
C: -2.016 5.431 0.517
C: -0.879 4.956 1.134
C: 0.354 5.465 0.772
S: -3.638 4.832 0.975
O: -3.509 3.689 1.857
O: -4.407 5.941 1.437
N: -4.363 4.310 -0.422
C: -4.033 3.046 -1.027
C: -2.628 2.940 -1.652
C: -1.743 1.954 -0.897
O: -0.653 1.588 -1.377
O: -2.143 1.530 0.220
H: 1.730 7.918 -1.106
H: 2.289 6.256 -1.294
H: 2.442 7.061 0.265
H: -0.640 7.673 -1.581
H: -2.845 6.818 -0.876
H: -0.968 4.208 1.902
H: 1.240 5.114 1.277
H: -4.561 5.074 -1.046
H: -4.806 2.822 -1.764
H: -4.101 2.315 -0.217
H: -2.118 3.905 -1.610
H: -2.660 2.629 -2.698
N: -3.406 0.641 2.857
C: -2.091 0.813 2.881
N: -1.622 2.047 2.998
S: -1.028 -0.529 2.861
H: -3.991 1.453 2.718
H: -3.790 -0.279 2.730
H: -2.256 2.813 2.748
H: -0.622 2.193 3.035

=====

DFT (ωB97M-V/def2-TZVPD) results for C27H48ClN5OPRh as an isolated structure in a non-equilibrium geometry.

The charge is -2. The value obtained for the HOMO-LUMO gap is 0.144 hartree. Its lowest unoccupied orbital energy is 4.4 eV.

Cartesian coordinates (Å):
Rh: -0.057 2.083 1.195
C: -1.460 4.665 1.660
O: -1.438 3.300 1.885
H: -0.966 4.973 0.727
H: -0.996 5.244 2.482
H: -2.504 5.011 1.589
N: -0.684 0.345 0.362
P: 0.066 -0.950 0.109
N: -0.732 -2.073 -0.908
C: -0.828 -1.558 -2.304
C: -1.984 -2.213 -3.061
C: -2.167 -3.662 -2.622
C: -2.515 -3.720 -1.121
C: -2.064 -2.441 -0.416
N: 1.530 -0.800 -0.721
C: 2.595 -1.773 -0.611
C: 3.369 -1.895 -1.923
C: 3.857 -0.522 -2.437
C: 3.382 0.609 -1.527
C: 1.884 0.517 -1.280
N: 0.344 -1.921 1.475
C: 0.097 -1.310 2.785
C: 0.897 -2.052 3.846
C: 0.374 -3.489 3.992
C: -0.114 -4.030 2.636
C: 0.619 -3.348 1.484
H: 0.117 -1.791 -2.802
H: -0.961 -0.469 -2.313
H: -1.784 -2.151 -4.132
H: -2.902 -1.651 -2.889
H: -1.235 -4.208 -2.801
H: -2.944 -4.149 -3.218
H: -2.012 -4.577 -0.662
H: -3.591 -3.857 -0.976
H: -2.018 -2.594 0.663
H: -2.775 -1.623 -0.584
H: 2.163 -2.744 -0.379
H: 3.293 -1.531 0.207
H: 2.716 -2.363 -2.663
H: 4.215 -2.573 -1.767
H: 3.459 -0.342 -3.439
H: 4.947 -0.510 -2.523
H: 3.594 1.577 -1.986
H: 3.914 0.587 -0.571
H: 1.348 0.682 -2.223
H: 1.576 1.313 -0.605
H: -0.972 -1.347 3.044
H: 0.362 -0.255 2.741
H: 0.838 -1.523 4.800
H: 1.948 -2.060 3.542
H: -0.453 -3.504 4.708
H: 1.156 -4.137 4.400
H: -1.185 -3.846 2.522
H: 0.034 -5.112 2.576
H: 0.304 -3.768 0.528
H: 1.696 -3.560 1.594
Cl: -2.318 3.428 -5.408
C: -3.104 2.270 -4.321
C: -4.164 1.554 -4.824
C: -4.858 0.632 -4.039
C: -4.422 0.487 -2.705
C: -3.358 1.182 -2.201
C: -2.578 2.130 -2.985
C: -1.487 2.776 -2.465
H: -4.458 1.723 -5.856
H: -5.691 0.067 -4.439
H: -4.948 -0.203 -2.048
H: -3.040 1.036 -1.173
H: -1.187 2.564 -1.442
H: -0.902 3.474 -3.048
C: 1.189 3.198 4.165
C: 2.047 3.356 2.897
C: 2.128 4.830 2.493
C: 3.465 2.846 3.186
N: 1.517 2.592 1.791
H: 1.575 3.811 4.988
H: 1.187 2.150 4.475
H: 0.155 3.476 3.948
H: 2.575 5.420 3.301
H: 1.140 5.220 2.270
H: 2.742 4.934 1.596
H: 3.899 3.366 4.047
H: 4.106 3.003 2.316
H: 3.438 1.775 3.396

=====

DFT (ωB97M-V/def2-TZVPD) results for one molecule with the formula C9H9NOS in a non-equilibrium geometry.

The charge is 0. The value obtained for the HOMO-LUMO gap is 0.301 hartree. Its lowest unoccupied orbital energy is -0.5 eV.

Cartesian coordinates (Å):
C: 1.574 1.431 0.396
C: -1.214 -1.975 -0.215
C: -0.045 -1.940 0.458
C: -0.888 1.096 0.506
C: 2.755 0.771 0.427
C: 0.440 0.539 0.441
C: -1.752 -0.799 -0.973
C: -1.316 1.653 -0.840
C: 0.684 -0.777 0.496
N: -1.828 0.464 -0.292
O: 2.981 -1.472 1.769
S: 2.518 -0.994 0.412
H: 1.435 2.573 0.347
H: -1.735 -2.958 -0.049
H: 0.284 -2.800 1.060
H: -1.366 1.503 1.374
H: 3.818 1.137 0.172
H: -1.026 -0.707 -1.801
H: -2.871 -0.928 -1.248
H: -2.064 2.398 -0.951
H: -0.384 1.786 -1.489

=====

Computed ΔE to the lowest compared entry with this formula, charge and spin (eV) in order:
7.655, 0.406, 1.952, 0.000, 0.836, 5.068